The following is a quantum chemistry calculation of a molecular structure, C32H33BN10SSiY, from OMol25.

Output
energy above the lowest of the compared OMol25 structures with the same formula, charge and spin: 2.1 kcal per mole
E_tot: -69058.2249 eV
orbital gap: 6.916 eV
total charge: +1
E_HOMO: -10.124 eV

```
79
Properties=species:S:1:pos:R:3:forces:R:3:lowdin_charge:R:1
Y -0.74324 -0.33531 0.12641 -0.4 -0.3 -0.2 1.331
C -3.85408 1.74278 -2.71318 0.0 0.0 0.1 -0.039
C -2.68631 1.74480 -1.95248 0.0 0.0 0.0 -0.142
N -2.52670 0.58054 -1.32222 0.1 -0.1 0.0 -0.049
N -3.58438 -0.18981 -1.67138 -0.1 -0.1 0.0 -0.026
C -4.39235 0.48888 -2.49944 0.1 0.0 0.0 -0.059
B -3.68433 -1.69964 -1.32926 0.1 0.1 0.0 -0.504
N -3.73320 -1.90104 0.20044 -0.1 0.0 -0.1 -0.031
C -4.64828 -2.56800 0.91876 0.0 0.0 0.1 -0.061
C -4.28964 -2.50346 2.25244 0.0 0.0 0.0 -0.044
C -3.10898 -1.76160 2.25309 0.0 0.0 0.0 -0.146
N -2.78090 -1.40110 1.01371 0.1 0.0 -0.1 -0.045
N -2.43787 -2.40011 -1.92170 -0.1 0.0 -0.1 -0.034
C -2.41426 -3.37079 -2.84758 0.1 -0.1 0.0 -0.063
C -1.10078 -3.61002 -3.20105 0.0 0.0 0.0 -0.041
C -0.36830 -2.70098 -2.43755 0.0 0.0 0.0 -0.157
N -1.17750 -1.97366 -1.66760 -0.1 0.0 0.1 -0.060
H -4.24236 2.53149 -3.33248 0.0 0.0 0.0 0.100
H -1.95343 2.52748 -1.84209 0.0 0.0 0.0 0.095
H -5.28355 0.02952 -2.89266 0.0 0.0 0.0 0.127
H -4.67514 -2.16040 -1.81889 0.0 0.0 0.0 0.123
H -5.49025 -3.03651 0.43760 0.0 0.0 0.0 0.126
H -4.80828 -2.92788 3.09359 0.0 0.0 0.0 0.099
H -2.48590 -1.47328 3.08588 0.0 0.0 0.0 0.108
H -3.32942 -3.82053 -3.19503 0.0 0.0 0.0 0.126
H -0.73096 -4.32097 -3.91829 0.0 0.0 0.0 0.100
H 0.69619 -2.53226 -2.40615 0.0 0.0 0.0 0.074
C 0.38174 -4.83507 1.20404 0.0 0.0 0.0 -0.021
C 1.44944 -4.70490 2.07314 0.0 0.0 0.0 -0.027
C 1.79780 -3.44200 2.52932 0.1 -0.1 0.1 0.011
C 1.07825 -2.34677 2.08721 0.0 0.0 0.0 -0.229
N 0.05896 -2.47167 1.22469 0.1 0.0 -0.1 0.023
C -0.28422 -3.68690 0.80593 0.0 0.0 0.0 -0.104
C 1.32637 -0.96818 2.58726 0.0 0.0 0.0 -0.217
C 2.42648 -0.61177 3.35047 0.1 0.0 0.0 0.019
C 2.51517 0.68752 3.81627 0.0 0.0 0.0 -0.009
C 1.49221 1.58407 3.55769 0.0 0.1 0.0 0.019
C 0.41915 1.15586 2.79193 0.0 0.0 0.0 -0.194
N 0.37339 -0.08043 2.28928 0.0 0.0 0.3 0.062
C -0.78497 1.98726 2.51588 -0.1 0.0 0.0 -0.220
C -1.01050 3.20693 3.13143 0.0 0.1 0.1 0.007
C -2.19845 3.87700 2.88167 0.0 0.0 0.0 -0.029
C -3.13433 3.30030 2.04229 0.0 0.0 0.0 -0.026
C -2.82890 2.08125 1.45864 0.0 0.0 0.0 -0.112
N -1.67760 1.44632 1.67207 0.0 0.1 0.0 0.033
H 0.06489 -5.79987 0.83537 0.0 0.0 0.0 0.117
H 2.00065 -5.57326 2.40799 0.0 0.0 0.0 0.120
H 2.60799 -3.33218 3.23506 0.0 0.0 0.0 0.113
H -1.12459 -3.74134 0.12580 0.0 0.0 0.0 0.106
H 3.21515 -1.31669 3.56605 0.0 0.0 0.0 0.117
H 3.37469 0.99865 4.39446 0.0 0.0 0.0 0.123
H 1.54238 2.59120 3.94276 0.0 0.0 0.0 0.114
H -0.28732 3.63242 3.81108 0.0 0.0 0.0 0.113
H -2.39227 4.83115 3.35328 0.0 0.0 0.0 0.120
H -4.08189 3.77806 1.83908 0.0 0.0 0.0 0.117
H -3.52602 1.59132 0.79155 0.0 0.0 0.0 0.108
C 3.95253 0.25698 -3.59470 0.0 -0.1 0.0 -0.178
Si 4.28532 1.40208 -2.16225 0.0 0.1 0.0 0.495
C 5.22756 2.89309 -2.78283 0.0 0.0 0.0 -0.187
C 5.29090 0.58440 -0.82019 0.0 -0.1 0.0 -0.182
C 2.64743 2.05310 -1.45869 0.0 0.0 0.1 -0.231
C 2.35979 3.40698 -1.47317 0.0 0.0 0.0 -0.061
C 1.15986 3.90840 -0.95816 0.1 0.0 0.0 -0.051
C 0.26299 3.00986 -0.44624 -0.1 -0.1 0.1 -0.160
N 0.49462 1.68727 -0.41912 0.1 0.1 -0.1 -0.085
C 1.66333 1.20466 -0.89767 -0.1 0.1 0.0 -0.709
S 1.85213 -0.52285 -0.74985 0.0 0.0 -0.1 0.627
H 4.89220 -0.04913 -4.06070 0.0 0.0 0.0 0.037
H 3.34986 0.75737 -4.35577 0.0 0.0 0.0 0.038
H 3.42192 -0.63849 -3.27125 0.0 0.0 0.0 0.002
H 6.18116 2.56279 -3.20131 0.0 0.0 0.0 0.038
H 5.45007 3.60524 -1.98489 0.0 0.0 0.0 0.036
H 4.69072 3.42077 -3.57455 0.0 0.0 0.0 0.037
H 6.26379 0.28607 -1.21851 0.0 0.0 0.0 0.036
H 4.79120 -0.30317 -0.43177 0.0 0.0 0.0 0.000
H 5.46789 1.27391 0.00846 0.0 0.0 0.0 0.034
H 3.07958 4.10125 -1.88990 0.0 0.0 0.0 0.097
H 0.93958 4.96633 -0.96411 0.0 0.0 0.0 0.108
H -0.68391 3.33666 -0.02743 0.0 0.0 0.0 0.099
```
Forces are in eV/Å.